Formula: C25H28NO2
Source: OMol25
Level of theory: the ωB97M-V functional and the def2-TZVPD basis

Computed properties:
**Total charge**: +1
**HOMO energy**: -9.93 eV
**Energy above the lowest of the compared OMol25 structures with the same formula, charge and spin**: 0.0 kJ/mol
**Energy**: -1174.396800 hartree

Atoms and positions in Å:
C: -1.98074 -1.14902 3.92883
C: -2.62576 0.23987 3.89288
C: -2.91459 0.67578 2.44886
C: -3.49072 -0.40557 1.57227
N: -3.91580 -0.03159 0.25734
C: -4.36596 1.36264 0.06243
C: -4.95042 1.60419 -1.32773
O: -4.06287 1.16863 -2.34649
C: -3.77657 -0.21720 -2.23651
C: -3.14438 -0.56795 -0.88904
C: -3.46378 -1.69565 1.94882
C: -2.88541 -2.18703 3.24086
H: -1.01257 -1.10817 3.41566
H: -1.75530 -1.44470 4.96282
H: -3.56371 0.22033 4.46199
H: -1.98986 0.98284 4.39583
H: -3.58798 1.54079 2.45480
H: -1.98630 1.02323 1.97927
H: -5.11212 1.59056 0.83340
H: -3.51177 2.02722 0.22552
H: -5.90179 1.07371 -1.45639
H: -5.14488 2.67187 -1.49757
H: -4.71375 -0.76405 -2.39081
H: -3.11075 -0.47025 -3.07108
H: -2.13030 -0.16155 -0.82930
H: -3.05565 -1.65352 -0.77518
H: -3.86460 -2.42635 1.26716
H: -2.32651 -3.11597 3.06417
H: -3.70238 -2.45932 3.92088
C: 3.55096 3.40111 -1.35352
C: 3.03687 3.17643 -0.08790
C: 2.48258 1.96030 0.23606
C: 2.43384 0.93358 -0.71961
C: 1.87739 -0.37850 -0.49648
O: 1.93245 -1.24115 -1.57504
C: 1.42120 -2.51281 -1.42280
C: 0.85004 -2.93294 -0.19679
C: 0.34732 -4.23561 -0.08999
C: 0.40745 -5.09362 -1.16039
C: 0.96592 -4.68309 -2.36287
C: 1.46600 -3.40949 -2.49242
C: 0.81290 -2.02100 0.87821
C: 1.32041 -0.76444 0.72322
C: 2.95958 1.18108 -1.98808
C: 3.51002 2.39730 -2.30221
H: 3.98184 4.35684 -1.60294
H: 3.07176 3.96199 0.64790
H: 2.08844 1.80380 1.22453
H: -0.08442 -4.55481 0.84207
H: 0.01934 -6.09174 -1.06605
H: 1.00796 -5.36560 -3.19597
H: 1.90213 -3.08457 -3.41984
H: 0.38978 -2.33014 1.81874
H: 1.29512 -0.07031 1.54554
H: 2.91816 0.38805 -2.71477
H: 3.90620 2.56040 -3.28911



Formula: C25H29Cl3MoN7O5
Source: OMol25
Level of theory: the ωB97M-V functional and the def2-TZVPD basis

Computed properties:
**Total charge**: +1
**Expectation value of S²**: 2.016
**HOMO energy (spin up / spin down)**: -9.64 / -10.50 eV
**Energy above the lowest of the compared OMol25 structures with the same formula, charge and spin**: 88.6 kJ/mol
**Energy**: -3178.313940 hartree
**Spin multiplicity**: 3

Atoms and positions in Å:
Mo: 0.82138 0.09692 -0.81240
O: 2.17470 3.60177 -2.62052
C: 1.97250 2.66411 -1.86703
N: 1.36925 1.49478 -2.16357
C: 1.07423 1.22690 -3.55275
C: 1.49461 -0.19477 -3.75799
C: 1.91877 -0.73752 -4.95508
C: 2.21377 -2.09075 -5.00929
C: 2.02813 -2.85680 -3.86685
C: 1.62829 -2.23918 -2.70153
N: 1.40609 -0.92021 -2.62825
C: 2.43386 2.61831 -0.45427
C: 3.06413 3.67784 0.17072
C: 3.50771 3.51952 1.47000
C: 3.33917 2.27246 2.06758
C: 2.71262 1.26443 1.37186
N: 2.21531 1.42570 0.13144
H: 1.58624 1.93348 -4.20474
H: -0.00661 1.30691 -3.73153
H: 2.01435 -0.09869 -5.82168
H: 2.57272 -2.53883 -5.92561
H: 2.20165 -3.92298 -3.88056
H: 1.47316 -2.80792 -1.79566
H: 3.18512 4.59552 -0.38834
H: 3.99197 4.32637 2.00183
H: 3.70493 2.08602 3.06758
H: 2.62135 0.27078 1.79234
Cl: 4.20069 -5.92146 2.67456
C: 3.44947 -4.56335 1.92083
C: 2.11839 -4.28821 2.17924
C: 1.51914 -3.19058 1.59109
Cl: -0.14546 -2.88489 1.94120
C: 2.21623 -2.33303 0.70829
O: 1.70710 -1.27527 0.11595
C: 3.56599 -2.67673 0.46972
Cl: 4.42094 -1.65625 -0.63735
C: 4.17975 -3.75706 1.06409
H: 1.54412 -4.93336 2.82844
H: 5.21768 -3.97577 0.85688
N: -0.16452 0.49054 1.24271
C: -0.99318 1.70200 1.26490
C: -1.97378 1.77478 2.44541
C: -2.67270 0.45872 2.82029
C: -3.56636 -0.12550 1.71461
N: -4.47099 0.86098 1.14871
C: -5.66831 1.19032 1.56936
N: -6.32108 2.17172 0.93333
N: -6.25900 0.57294 2.60094
C: -1.62467 1.83399 -0.14626
O: -2.75025 2.33952 -0.27651
O: -0.88807 1.43360 -1.08464
H: -0.75561 -0.33587 1.23986
H: 0.40237 0.43416 2.08241
H: -0.31618 2.56082 1.33098
H: -2.71934 2.53474 2.20831
H: -1.43262 2.12631 3.32630
H: -3.27902 0.64430 3.71042
H: -1.93917 -0.30188 3.09905
H: -4.12446 -0.98210 2.09759
H: -2.95715 -0.49112 0.88360
H: -3.98937 1.50321 0.48185
H: -5.87379 2.65858 0.17412
H: -7.23798 2.46785 1.21234
H: -5.80149 -0.19203 3.06170
H: -7.21166 0.76796 2.84986
C: -1.65332 -1.32327 -1.95974
O: -0.70803 -1.16048 -0.94452
H: -2.45656 -1.98762 -1.62092
H: -1.20547 -1.77914 -2.85515
H: -2.10165 -0.36623 -2.25956



Formula: C25H29ClN4O3
Source: OMol25
Level of theory: the ωB97M-V functional and the def2-TZVPD basis

Computed properties:
**SMILES string**: CC1=CC=CC2=NC(=O)C[C@@](C)(C(=O)N(CC(=O)NC3CCCC3)Cc3ccc(Cl)cc3)N12
**HOMO energy**: -8.16 eV
**Energy above the lowest of the compared OMol25 structures with the same formula, charge and spin**: 2279.6 kJ/mol
**Energy**: -1874.200933 hartree

Atoms and positions in Å:
C: 0.02025 -0.31319 2.03643
C: -1.49888 -0.18867 1.52097
C: -2.36009 0.57046 2.14315
C: -3.59295 0.75037 1.85448
C: -3.96834 0.24917 0.70349
C: -3.05238 -0.72456 0.08334
N: -3.43476 -1.15493 -0.95287
C: -2.80217 -2.04993 -2.02547
O: -2.89960 -2.21095 -3.19771
C: -1.93139 -2.89501 -1.05777
H: -2.53859 -3.86188 -0.59934
H: -1.14195 -3.58886 -1.84312
C: -1.05476 -1.93648 -0.06569
N: -1.87073 -1.06872 0.48057
C: -0.81901 -3.06056 1.03069
H: -0.47315 -4.11458 0.87706
H: -0.07321 -2.64282 1.92372
H: -1.73399 -3.23685 1.79698
C: 0.16321 -1.89145 -0.79092
O: 1.22577 -2.66964 -0.30463
N: 0.49251 -0.86179 -1.70644
C: -0.46601 -0.06582 -1.92230
C: -0.72146 1.16517 -1.10097
C: -1.90705 1.78508 -0.87006
C: -2.13018 2.93044 -0.47179
C: -1.13687 3.48381 0.53282
C: 0.23256 3.07327 0.50419
C: 0.30610 1.68849 -0.48893
H: 1.42864 1.35409 -0.37994
H: 1.00417 3.32573 1.06713
Cl: -1.31407 4.73736 1.53506
H: -3.03932 3.52708 -0.21214
H: -2.81001 1.49685 -1.58715
H: -0.17538 0.60139 -2.98234
H: -1.46850 -0.31174 -2.15595
C: 1.60091 -1.10662 -2.41449
H: 1.51374 -0.44785 -3.52948
H: 1.97093 -2.08014 -2.22055
C: 2.84138 -0.17650 -1.72024
O: 3.33799 0.72295 -2.15943
N: 3.21076 -0.65919 -0.41559
H: 2.96663 -1.75348 -0.09603
C: 4.49467 -0.15819 0.22740
C: 4.00770 0.33533 1.67127
H: 3.01358 0.56953 1.50434
H: 4.46441 1.09315 2.00395
C: 4.01980 -0.95915 2.46584
H: 3.96434 -0.74873 3.55142
H: 3.24340 -1.79524 1.99877
C: 5.52948 -1.71225 1.92159
H: 6.20155 -1.11855 2.36420
H: 5.49751 -2.68738 2.00099
C: 5.28471 -1.21801 0.28422
H: 5.18168 -2.05808 -0.09158
H: 6.34194 -0.83621 0.24293
H: 4.68359 0.54476 -0.22455
H: -4.97303 0.16217 0.38920
H: -4.13704 1.27060 2.50840
H: -1.84361 1.10138 3.00037
H: 0.00407 -0.93841 3.14514
H: 0.37386 0.82752 2.13338
H: 0.67954 -0.72206 1.29079



- Look up the energy of the third one.
  -1874.200933 hartree